1.
This record from the OMol25 dataset describes a molecular structure, C25H55NO2PmSi2 in a non-equilibrium geometry. The level of theory is wB97M-V/def2-TZVPD.

Values from the calculation:
spin multiplicity: 5
energy above the lowest of the compared OMol25 structures with the same formula, charge and spin: 41.6 kcal/mol
gap between HOMO and LUMO (alpha / beta): 7.38 / 7.46 eV
molecular weight: 602.9 g/mol
total charge: +1
⟨S²⟩: 6.017

Structure (XYZ):
```
86
Properties=species:S:1:pos:R:3:forces:R:3
C -0.33224 2.42750 -3.89041 -0.514 0.028 0.287
H -2.97161 -3.01183 -1.80945 -0.020 -0.017 0.171
H -0.92164 -1.84314 -3.51789 0.042 -0.085 -0.022
H 0.42414 0.13256 5.25628 0.124 0.282 -0.439
H -0.95232 3.21842 -3.44675 0.067 -0.066 -0.180
Pm 0.73042 1.42664 1.59653 -1.199 -1.306 -0.331
H -2.05374 -4.25499 -0.97423 -0.192 -0.082 0.066
H 1.19719 -3.02368 0.80023 -0.272 -0.180 -0.268
H 2.46319 -1.33983 3.15122 -0.055 0.019 0.154
C 0.72059 0.51693 4.25822 0.149 -0.380 0.465
C 2.70893 0.25487 0.80020 -0.474 -0.020 -0.095
H 3.72223 3.45321 2.75363 -0.271 -0.014 0.301
H 3.08882 2.16533 3.79867 -0.158 0.403 -0.225
H -0.95902 -1.97915 2.76977 0.133 0.244 -0.001
H -2.77486 2.52052 1.21188 -0.150 -0.012 0.421
C 4.64873 2.59451 0.23278 -0.132 0.116 0.011
C 0.51285 -2.69287 -1.26438 -0.243 0.170 -0.123
H 5.08535 0.34854 3.42039 0.199 -0.065 -0.181
H 2.91484 0.17012 -0.28414 -0.069 0.021 0.439
C 1.44179 -1.63885 3.39039 0.175 0.138 -0.027
C -4.14116 0.71534 3.80511 0.357 0.046 -0.320
H -4.85570 0.83285 -1.87356 0.014 -0.328 0.053
H -3.28619 -2.54485 -3.66244 -0.054 0.082 0.118
H -1.00575 1.72365 -4.39803 0.191 0.148 0.223
H 2.77697 2.97646 -3.23635 -0.318 -0.065 0.329
C -2.90283 0.66922 -2.69533 -0.027 -0.349 -0.210
C 0.03575 0.88571 -0.98281 -1.180 -0.577 -1.138
H 1.88501 0.54351 -4.60056 -0.100 0.123 0.261
H 1.40338 -2.02157 4.42484 -0.018 0.115 -0.298
H 1.68293 3.87903 -2.15782 0.201 -0.043 0.016
H -3.28212 0.86166 -3.72724 0.181 0.044 0.734
C -1.64550 -1.11711 -3.87442 0.343 0.587 0.224
C 3.02299 2.60443 2.79323 0.124 0.596 0.335
H -2.56591 1.62357 -2.24586 0.106 -0.365 -0.458
N 0.49703 -0.50937 3.20864 -0.315 -0.414 0.830
C -2.86762 -1.83736 -4.37202 -0.035 -0.133 -0.230
C 1.63693 0.22706 -3.57839 0.094 -0.450 0.319
C 5.31311 0.57523 2.36902 0.136 0.245 0.497
C -2.84088 1.78349 2.02184 -1.117 0.191 0.841
H 4.93707 2.01468 -0.65786 -0.102 0.206 0.263
H 5.52389 -0.36850 1.84588 -0.133 0.308 0.116
C -1.78006 0.93050 2.26561 2.111 -0.023 -1.141
H -4.80379 2.44007 2.70152 0.182 -0.144 -0.002
H 2.78382 2.64483 -1.49297 0.007 0.070 -0.140
H 0.29056 2.89290 -4.67056 -0.018 -0.129 0.354
C -3.99820 1.71799 2.83686 0.048 -0.020 -0.464
H 1.78854 0.77412 4.30023 -0.329 -0.126 0.015
C -3.12449 -0.22927 3.93393 0.314 0.012 -0.226
C 2.14049 2.89752 -2.33743 -0.264 -0.015 0.282
H 1.30256 -1.92475 -1.36804 -0.210 -0.313 -0.082
C -1.95255 -0.11058 3.16417 -0.958 0.013 1.084
H 3.95643 3.38849 -0.07418 0.275 -0.077 -0.025
H -4.33751 -0.87688 -2.10676 0.011 0.390 0.113
H -3.19732 -1.05714 4.64458 -0.160 0.294 -0.103
H -2.51477 -2.42277 -5.22349 -0.204 -0.012 -0.105
H 2.57997 -0.07444 -3.10226 -0.110 0.004 -0.056
C -2.62938 -3.33762 -0.82663 -0.327 -0.398 0.144
H -2.29751 -1.35172 -0.06107 0.221 -0.008 -0.322
H 0.88107 0.39632 -0.46631 -0.102 0.229 -0.025
C -4.01618 0.12752 -1.78954 -0.108 0.081 -0.325
O -0.72932 -1.97996 -1.25949 -0.031 -0.106 1.397
H -0.94880 -1.48990 4.46200 0.277 0.138 -0.301
H 2.66885 -0.77077 1.21795 0.305 0.550 -0.144
H -3.65018 -1.16821 -4.72133 -0.072 0.026 -0.034
H -1.16925 -0.58311 -4.71001 -0.184 0.060 0.033
C 0.85863 -3.59028 -0.07853 0.226 -0.115 -0.433
H 0.46985 -3.27484 -2.19475 0.394 -0.126 0.210
H 1.14873 -2.44090 2.70360 0.126 0.227 0.259
H -1.26732 -2.51279 0.69430 -0.006 -0.338 -0.059
H 6.21975 1.19634 2.33406 -0.166 -0.215 0.167
H 0.10625 1.42938 4.08722 0.119 -0.414 0.065
O -1.76704 -0.21149 -2.76512 -1.116 0.193 -0.528
C -1.73678 -2.27244 -0.26199 0.585 0.435 -0.449
H -3.73853 0.09277 -0.72523 0.129 0.026 -0.392
H 1.01799 -0.67283 -3.66553 0.085 0.137 0.039
H 2.02475 3.10153 2.65913 0.743 -0.035 0.297
H -0.49946 1.71415 -0.43534 0.006 -0.734 -0.398
H 0.05111 -4.28272 0.17596 0.090 0.175 0.098
H -0.69724 -0.02446 -1.31741 1.515 2.350 0.975
Si 0.78935 1.60514 -2.61133 0.371 -0.246 -1.232
C -0.86124 -1.10496 3.42684 -0.092 0.129 -0.208
H -3.51283 -3.53992 -0.20496 0.286 -0.012 -0.076
H 1.70074 -4.21153 -0.41609 -0.116 0.165 0.229
Si 3.89987 1.47158 1.53623 0.662 -1.276 -1.047
H 5.55464 3.07171 0.63224 -0.217 -0.069 -0.073
H -5.01927 0.66149 4.45104 0.216 0.087 -0.299
```
Positions in Å, forces in eV/Å.


2.
This record from the OMol25 dataset describes 4 unconnected molecules or ions with the total composition C25H56Cl2FN4. The level of theory is wB97M-V/def2-TZVPD.

Values from the calculation:
spin multiplicity: 1
gap between HOMO and LUMO: 4.55 eV
molecular weight: 502.7 g/mol
total charge: +1

Structure (XYZ):
```
88
Properties=species:S:1:pos:R:3:forces:R:3
H 4.68639 -2.41977 5.25154 -0.021 0.020 0.079
H 1.25294 0.39014 4.26381 -0.036 0.084 0.051
H -3.27250 2.22537 -3.56333 0.003 -0.015 -0.012
H -1.59465 -0.75727 -6.77695 0.015 0.026 -0.002
C 0.81278 1.17588 3.64225 -0.084 -0.205 0.069
H -3.70002 -3.28761 -7.99068 0.014 -0.008 0.005
H 3.25888 -4.12708 5.97366 -0.015 -0.007 0.001
H -4.78377 -0.00388 -8.44903 0.013 0.006 0.019
H 5.42654 -2.07442 7.32324 0.006 0.014 0.011
H 2.70132 1.76182 2.85053 -0.038 0.093 -0.029
H 5.26837 -0.95995 8.67672 -0.003 0.004 0.003
C 4.70812 -1.59694 7.98961 -0.033 -0.012 -0.008
H 4.22770 -2.37185 8.58247 0.001 0.000 -0.002
H 1.43069 -1.99745 7.22711 -0.004 -0.022 0.004
N -3.25774 -1.27624 -7.85987 0.039 0.061 -0.037
C -2.80861 -2.65639 -7.94073 -0.046 -0.011 0.030
H -3.70262 -0.28635 -4.54247 0.001 -0.002 0.002
C 1.86070 2.24337 3.36277 0.147 -0.126 -0.123
H -2.87400 0.20957 -10.18555 -0.018 0.018 -0.002
H -0.25882 2.20973 5.21306 -0.042 -0.057 -0.046
H 3.73162 1.25453 5.13125 -0.139 -0.046 0.100
Cl 0.42919 0.34730 2.10019 0.002 0.036 -0.050
H 4.27999 3.49367 3.77714 -0.059 0.163 -0.072
C -0.46665 1.69709 4.26809 -0.033 0.001 0.052
C 2.53385 -3.78406 6.71328 -0.001 0.010 -0.003
C -3.84312 -0.95536 -3.69400 0.001 -0.027 0.018
H 1.57248 3.40240 5.18621 -0.066 0.043 -0.240
H -1.87954 1.65679 -6.82358 -0.011 0.008 -0.006
H 1.45530 3.00198 2.68722 -0.021 -0.040 0.043
H -3.21235 1.56568 -7.96746 0.007 -0.028 -0.027
F 4.72217 4.98893 6.25647 -0.036 -0.307 -0.171
C -2.18975 -0.32931 -7.59029 -0.028 -0.060 0.009
C 3.02612 1.92643 5.64078 -0.005 0.071 0.091
Cl 4.40984 2.68155 8.02370 -0.010 -0.006 0.013
H -1.49689 -0.19633 -8.43648 -0.019 -0.014 -0.017
H -2.09285 -0.48885 -0.19687 -0.009 0.001 -0.006
H -1.45043 -4.03594 -8.89638 -0.003 -0.002 -0.011
H -0.51325 1.02176 -2.93920 -0.003 0.006 -0.024
H -1.95915 2.99371 -2.66580 -0.045 -0.014 0.016
H 2.99943 -3.84927 7.69423 0.016 0.005 -0.005
H -1.14856 0.87445 4.47958 0.030 0.022 -0.012
H -3.18170 -1.81301 -3.82615 -0.003 0.005 -0.003
H -4.87493 -1.30644 -3.72755 0.005 -0.001 -0.003
H -4.23424 0.60270 -2.26663 0.013 0.011 -0.009
H 4.47599 -0.75500 4.75660 0.062 -0.061 -0.101
H 3.22168 4.90751 4.07902 -0.112 -0.023 0.149
C 3.21906 -2.17284 3.72021 0.032 0.132 0.010
C 3.49141 3.90921 4.41357 0.228 -0.059 -0.084
H -0.72533 0.45425 -0.75351 -0.006 0.005 -0.004
H -4.96569 -1.66611 -8.94047 -0.004 0.019 -0.021
H 2.81942 -3.17891 3.84239 0.004 0.004 0.037
C -4.23554 -0.85747 -8.85488 -0.010 -0.043 0.007
N 3.01455 -1.35049 6.06927 -0.016 0.096 0.017
H -3.83955 -0.94977 -1.55033 -0.020 0.006 -0.009
H -0.97673 2.39296 3.59969 0.070 0.010 0.004
C 2.36904 2.89229 4.63400 -0.021 0.155 0.180
H 2.91624 -0.40567 7.90604 0.002 0.023 0.018
H 2.39327 -1.52090 3.42819 0.033 0.033 -0.007
N 4.02930 3.93880 5.78882 0.010 0.250 0.133
H -2.32217 -2.88712 -6.98748 0.007 0.008 -0.003
C -3.71908 -0.47855 -10.24699 -0.006 0.005 0.004
H 1.69876 -4.48531 6.69845 0.002 0.005 0.012
C 3.69011 -0.75526 7.21418 0.067 -0.200 0.026
C -1.56799 0.90135 -3.20292 0.037 -0.003 0.014
H -1.01252 -2.34822 -9.14382 0.003 -0.009 0.008
H -4.50952 0.02424 -10.80691 -0.001 -0.014 -0.010
H 4.21487 0.13551 6.84903 0.055 -0.164 0.031
C 3.82940 2.87194 6.48115 0.022 0.136 -0.072
C -3.56961 -0.27057 -2.36442 0.038 -0.006 0.024
C -2.18786 2.28114 -3.45727 0.052 -0.036 -0.034
H -2.35476 -3.05693 -10.04487 0.000 0.013 0.004
H -1.57714 0.34327 -4.14249 -0.031 -0.012 0.008
C -1.85504 -3.03843 -9.07730 0.004 -0.002 0.005
N -2.16487 0.05929 -2.17693 -0.052 0.056 -0.037
H 1.33520 -2.44679 5.54491 0.014 0.007 -0.020
H -2.25085 1.61793 0.90701 -0.001 0.010 -0.001
C -2.70953 1.03293 -7.15993 0.046 0.011 0.075
C 2.02226 -2.37864 6.39086 -0.037 0.006 -0.012
H -1.78953 2.68526 -4.38974 -0.017 0.028 0.007
H -3.41499 0.92045 -6.33527 -0.018 0.053 -0.017
H 2.34181 1.32574 6.23712 0.072 -0.038 -0.080
H 3.93663 -2.20599 2.90015 -0.040 -0.013 -0.025
C -2.43738 1.62771 -0.16944 0.002 -0.006 0.000
C -1.81606 0.37787 -0.80640 0.045 -0.028 0.039
H -2.01606 2.54821 -0.57251 -0.013 -0.006 -0.008
H -3.40282 -1.34451 -10.82618 0.023 0.003 0.016
H -3.51783 1.65678 -0.31715 0.003 -0.006 0.007
C 3.92318 -1.67811 4.97623 -0.015 -0.043 0.016
```
Positions in Å, forces in eV/Å.